Model P:
C3H11O3 | ωB97M-V with the def2-TZVPD basis set

Geometry (Å):
C  0.353  0.484  -0.305
O  -0.386  -0.546  0.249
C  -0.570  1.314  -1.246
C  0.012  2.742  -1.513
H  1.182  0.002  -0.838
H  0.848  1.080  0.478
H  -1.592  1.497  -0.912
H  -0.849  0.881  -2.213
H  -0.679  3.042  -2.285
H  1.024  2.717  -1.886
H  -0.003  3.473  -0.712
H  0.003  -3.000  0.639
H  0.317  -2.047  -0.208
O  0.493  -3.048  -0.204
H  -0.313  -0.634  1.605
H  0.747  -0.340  2.994
O  -0.105  -0.662  2.683

- LUMO energy (eV) = 4.0
- highest occupied orbital energy (eV) = -4.093
- net charge = -1
- orbital gap (eV) = 8.0

***

Model Q:
C3H11O3 | ωB97M-V with the def2-TZVPD basis set

Geometry (Å):
C  -0.482  0.198  0.299
O  0.769  0.458  0.811
C  -0.716  -1.266  -0.109
C  -2.152  -1.487  -0.620
H  -0.652  0.806  -0.614
H  -1.218  0.431  1.096
H  -0.499  -1.910  0.745
H  -0.018  -1.479  -0.924
H  -2.399  -2.531  -0.801
H  -2.233  -0.917  -1.550
H  -2.833  -1.059  0.118
H  2.774  1.150  -1.527
H  1.680  0.367  -0.750
O  2.371  0.277  -1.455
H  1.768  1.702  1.265
H  1.579  2.813  2.296
O  2.260  2.448  1.722

- LUMO energy (eV) = 4.1
- highest occupied orbital energy (eV) = -3.570
- net charge = -1
- orbital gap (eV) = 7.7

***

Which of them is most stable? Easy: model Q.

***

Model P:
C7H16N2O | ωB97M-V with the def2-TZVPD basis set

Geometry (Å):
C  -1.521  -0.910  0.780
C  -0.007  -1.104  0.302
C  1.190  -1.028  1.490
C  1.512  0.644  1.213
C  2.173  1.048  -0.079
C  1.458  0.424  -1.262
C  0.156  -0.364  -0.960
H  -2.412  -0.944  -1.394
H  -3.236  -2.315  -0.486
H  -1.890  -1.879  1.378
H  -1.686  -0.112  1.443
H  0.190  -2.142  0.038
H  0.644  -1.016  2.386
H  1.936  -1.691  1.265
H  2.098  0.967  2.255
H  0.589  1.153  1.387
H  3.224  0.319  -0.040
H  2.344  2.272  0.009
H  1.328  1.196  -2.000
H  2.195  -0.409  -1.592
H  -0.010  -0.980  -1.638
H  -0.567  2.496  -0.729
H  -1.849  1.664  0.364
N  -2.576  -1.165  -0.455
N  -0.971  1.651  -0.055
O  -0.979  0.720  -0.998

- LUMO energy (eV) = 0.9
- highest occupied orbital energy (eV) = -8.560
- net charge = 0
- orbital gap (eV) = 9.4

***

Model Q:
C7H16N2O | ωB97M-V with the def2-TZVPD basis set

Geometry (Å):
C  0.450  -0.423  1.182
C  1.299  -0.018  -0.197
C  -1.584  0.147  0.027
C  2.395  0.967  0.279
C  1.901  -1.329  -0.585
C  -1.828  1.495  0.565
C  -2.536  -0.247  -1.087
N  -0.882  -0.733  0.807
N  0.389  0.402  -1.200
O  -1.064  -2.077  0.686
H  0.833  -1.218  1.822
H  0.525  0.362  1.862
H  2.221  1.634  1.088
H  2.447  1.657  -0.597
H  3.285  0.455  0.640
H  2.691  -1.558  0.153
H  2.675  -1.078  -1.394
H  1.336  -2.079  -0.998
H  -1.700  2.266  -0.150
H  -1.225  1.671  1.426
H  -2.871  1.455  0.879
H  -2.231  0.366  -1.917
H  -3.501  0.169  -0.824
H  -2.594  -1.307  -1.353
H  0.198  1.451  -0.966
H  -0.631  -2.431  -0.148

- LUMO energy (eV) = 0.8
- highest occupied orbital energy (eV) = -7.528
- net charge = 0
- orbital gap (eV) = 8.3

***

Which of them is most stable? Easy: model Q.